Below is a cluster of 2 separate species, C25H41Br2FN6O5PS2 in total at a distorted geometry, with properties calculated with wB97M-V/def2-TZVPD.

Properties
- Total charge: +1
- F_max: 0.0739 hartree/bohr
- Total energy: -8067.2036 a.u.
- Frontier orbital gap: 7.53 eV
- Highest occupied orbital energy: -10.816 eV

Element x y z (Å)
H 1.82 4.08 -1.07
N 0.66 1.34 -0.55
H -3.72 0.27 0.94
H -0.75 2.15 0.72
H -0.26 6.78 -1.94
C 2.21 -1.96 -1.62
F -5.72 0.49 -2.22
H 1.93 -0.56 5.91
O -4.87 -1.45 -2.73
H 1.68 2.63 0.82
N 0.12 -7.41 -3.17
S 4.00 -4.90 -2.72
C -1.92 1.39 -0.81
C -1.26 2.55 -1.78
C 1.44 -2.59 3.80
C 0.75 3.94 -1.26
H 2.74 -3.21 5.40
Br 3.47 1.97 -0.78
H 0.11 -1.80 -1.35
N -1.53 2.50 -3.21
C -0.61 5.89 -2.48
H -1.85 -0.05 3.12
H -0.03 0.21 -2.27
C 0.85 -2.43 6.08
H 0.40 4.19 -3.46
H 0.53 -2.98 3.31
P -3.38 2.19 0.06
C -4.67 -0.29 -2.54
H 0.65 2.29 -2.52
C 0.98 -1.20 -1.01
H -0.38 -7.98 -1.08
C 0.29 2.50 -1.50
H -0.91 -0.90 1.00
H -0.20 -2.73 6.02
C 2.41 -4.67 -2.74
H 1.40 -4.33 5.12
H 0.98 -1.31 0.08
H 1.44 5.40 -2.77
H -3.65 3.98 1.28
O -2.90 3.43 1.00
C 1.68 -3.28 5.13
H -4.70 3.64 -0.79
C -0.95 0.17 1.22
N -4.16 1.19 0.95
O -2.42 -0.96 -1.10
N -3.43 0.39 -2.67
C 0.82 0.23 -1.57
C 0.91 -6.49 -3.61
H -1.58 5.52 -2.13
C -0.69 1.21 0.14
H -2.91 -0.05 -3.43
H 3.15 0.07 1.03
C 1.04 -1.04 5.50
C -2.55 0.17 -1.48
H 2.85 0.75 3.49
H 1.69 0.42 -2.23
H 2.77 -2.51 -0.85
H 1.16 -2.51 7.12
H 1.53 -0.11 1.69
C 2.74 1.41 2.62
N 1.51 -5.76 -2.61
H 3.70 1.91 2.39
H 2.92 -1.25 -2.07
S 1.63 -3.06 -2.97
C 1.05 -6.35 -1.46
H 1.03 -6.34 -4.68
C 0.52 4.83 -2.57
H -1.82 3.43 -1.44
H -1.25 1.61 -3.60
Br -0.07 4.86 0.29
H 2.04 2.22 2.90
C 0.17 -7.35 -1.78
H 1.31 -6.06 -0.44
H 2.28 -2.69 3.11
H -0.80 1.48 2.89
O -4.38 2.78 -1.09
H 0.18 -0.39 5.69
H -0.77 6.24 -3.52
C -1.22 0.56 2.47
O 1.22 -1.20 4.09
C 1.82 1.67 0.29
C 2.26 0.63 1.35
H -2.53 2.64 -3.34